40
Properties=species:S:1:pos:R:3 method="wB97M-V/def2-TZVPD" orbital_gap_ev=10.708 total_energy_ev=-26096.3705 smiles="CCOC(=O)O.CCOC(C)=O.CCOC(C)=O" charge=0 e_homo_ha=-0.3728 lumo_ev=0.56
C -1.9947 3.3039 -0.9810
C -3.1054 3.4975 -2.0097
O -4.1390 2.5157 -1.8183
C -5.1286 2.7793 -0.9352
O -5.6950 1.8986 -0.3568
O -5.4538 4.0907 -0.7291
H -1.7524 2.2460 -0.9262
H -1.1389 3.9193 -1.2470
H -2.3756 3.5948 0.0006
H -3.4719 4.5226 -2.0240
H -2.6881 3.3095 -3.0005
H -5.4708 4.5410 -1.5832
C -0.6701 -2.7713 -1.5696
C -0.1726 -2.5308 -0.1618
O -0.0128 -1.1329 0.1133
C -1.0053 -0.3397 0.5409
C -2.4326 -0.8298 0.4893
O -0.7367 0.7782 0.8988
H -1.6604 -2.3419 -1.7312
H -0.7221 -3.8406 -1.7752
H 0.0089 -2.3095 -2.2867
H -0.8112 -2.9982 0.5911
H 0.8191 -2.9602 -0.0534
H -2.8789 -0.5100 -0.4522
H -2.9803 -0.3674 1.3067
H -2.5365 -1.9073 0.5876
C 4.7323 -1.2082 3.0110
C 5.2873 -1.5988 1.6572
O 4.3527 -2.3712 0.8994
C 3.3937 -1.8216 0.1326
C 3.1043 -0.3465 0.2531
O 2.7557 -2.5478 -0.5859
H 3.8558 -0.5671 2.9165
H 5.4860 -0.6756 3.5916
H 4.4288 -2.0975 3.5635
H 5.6270 -0.7352 1.0844
H 6.1506 -2.2499 1.7852
H 2.3021 -0.2014 0.9734
H 2.7633 0.0137 -0.7136
H 3.9662 0.2496 0.5444